Below is a molecular structure, C12H44O14Ti at a distorted geometry, with properties calculated with the ωB97M-V functional and the def2-TZVPD basis.

Values from the calculation:
- Charge: -1
- Lowest unoccupied orbital energy (alpha / beta): 2.8238 / 2.7842 eV
- Max |F|: 1.56 eV/A
- Spin multiplicity: 4
- Calculated total energy: -64936.5680 eV
- Expectation value of S²: 3.751
- Relative energy (zero: lowest compared OMol25 entry of this formula, charge and spin): 21.7 kJ/mol

Last column: Löwdin spin population.
Atoms and positions in Å:
1 Ti -1.255 0.286 2.456  2.601
2 C 0.081 -0.275 -0.044  0.009
3 O 1.108 -0.568 -0.722  0.003
4 O -0.214 0.940 0.242  0.021
5 O -0.668 -1.162 0.531  0.028
6 C -0.384 4.377 -1.142  0.000
7 O 0.307 3.735 -0.100  0.001
8 H -1.474 4.306 -1.054  0.000
9 H -0.119 5.434 -1.139  0.000
10 H -0.156 3.949 -2.123  0.000
11 H 0.050 2.800 -0.070  0.000
12 C 3.326 1.715 0.377  0.001
13 O 3.409 1.190 -0.923  0.000
14 H 3.526 0.963 1.148  0.000
15 H 4.074 2.495 0.536  0.000
16 H 2.354 2.186 0.519  0.001
17 H 2.659 0.581 -1.053  0.000
18 C -2.919 0.172 -1.968  0.001
19 O -2.440 1.267 -1.209  0.002
20 H -3.806 0.500 -2.505  0.000
21 H -2.169 -0.272 -2.623  0.000
22 H -3.208 -0.674 -1.335  0.000
23 H -1.597 1.109 -0.739  0.000
24 C -0.623 -3.305 -2.317  0.000
25 O -1.638 -3.016 -1.335  0.001
26 H 0.317 -3.706 -1.935  0.000
27 H -1.098 -3.968 -3.036  0.000
28 H -0.380 -2.354 -2.796  0.000
29 H -1.259 -2.340 -0.733  0.001
30 C 2.275 -3.549 0.667  0.001
31 O 2.651 -2.238 1.068  0.001
32 H 3.025 -4.035 0.042  0.000
33 H 2.243 -4.122 1.606  0.000
34 H 1.257 -3.552 0.278  0.000
35 H 2.053 -1.628 0.604  0.000
36 C 4.028 -1.717 -2.267  0.000
37 O 2.750 -2.311 -2.388  0.000
38 H 4.266 -1.440 -1.238  0.000
39 H 4.773 -2.400 -2.674  0.000
40 H 4.062 -0.784 -2.842  0.000
41 H 2.125 -1.827 -1.826  0.000
42 C -3.857 -2.489 1.520  0.003
43 O -3.267 -1.211 1.568  0.029
44 H -3.758 -2.962 0.536  0.000
45 H -3.415 -3.188 2.235  0.001
46 H -4.928 -2.372 1.682  0.000
47 H -2.381 -1.292 1.186  0.002
48 C -3.543 3.195 1.322  0.008
49 O -3.274 1.817 1.429  0.055
50 H -3.872 3.558 2.300  0.004
51 H -2.630 3.735 1.058  0.001
52 H -4.390 3.445 0.675  0.000
53 H -2.994 1.534 0.534  0.002
54 C 0.546 -2.230 3.964  0.020
55 O -0.659 -2.231 3.224  0.043
56 H 0.280 -2.144 5.019  0.006
57 H 1.106 -3.161 3.850  0.001
58 H 1.170 -1.366 3.723  0.005
59 H -0.467 -2.333 2.277  0.001
60 C 0.445 3.033 2.976  0.036
61 O 0.606 1.650 2.745  0.085
62 H 1.309 3.588 2.600  0.001
63 H -0.429 3.414 2.440  0.008
64 H 0.310 3.259 4.032  0.010
65 H 0.620 1.550 1.776  0.005
66 C 1.196 1.328 -3.622  0.000
67 O 0.215 0.320 -3.419  0.000
68 H 2.190 0.882 -3.716  0.000
69 H 1.009 1.883 -4.541  0.000
70 H 1.194 2.031 -2.788  0.000
71 H 0.360 -0.001 -2.519  0.000